No. 1
Below is a gas-phase ion, C7H9N2 (charge +1), with properties calculated with ωB97M-V/def2-TZVPD.

Atoms and positions in Å:
C -1.5531 0.3347 1.5636
C -0.2509 0.0467 1.6516
C 0.6527 0.3172 0.4990
C 1.7957 -0.6453 0.1754
N 1.7097 -0.7905 -1.2719
C 0.5607 -0.3549 -1.7536
N -0.1935 0.2232 -0.8632
C -1.5068 0.6363 -0.8539
C -2.1567 0.7493 0.3159
H -2.2145 0.2094 2.4040
H 0.2112 -0.3059 2.5598
H 1.0018 1.3563 0.5300
H 2.7607 -0.2306 0.4665
H 1.6740 -1.6212 0.6604
H 2.3839 -1.3272 -1.7960
H 0.2904 -0.4511 -2.7935
H -1.9805 0.7842 -1.8103
H -3.1850 1.0693 0.3162

Cartesian forces (eV/Å) of the 3 atoms listed first:
C 0.44 -0.22 0.09
C -0.12 0.00 0.00
C -1.14 0.12 -1.78

Output
total charge = +1
HOMO level = -12.5726 eV
F_max = 3.1 eV/A
energy above the lowest of the compared OMol25 structures with the same formula, charge and spin = 0.6101 eV
DFT total energy = -381.38128 Eh
SMILES = C1=C[C@H]2C[NH+]=CN2C=C1

No. 2
Below is a gas-phase ion, C2H3O3S (charge -1), with properties calculated with ωB97M-V/def2-TZVPD.

Atoms and positions in Å:
C -0.4911 0.2454 0.1524
C 0.7830 0.4598 -0.5285
O 2.3245 1.0297 1.6472
O 3.3361 1.4640 -0.5936
O -0.4057 1.0732 -1.0313
S 2.1525 1.6165 0.3095
H -0.9063 -0.7026 0.0650
H -0.9147 0.6398 1.1178
H 1.2816 -0.2603 -1.2670

Cartesian forces (eV/Å) of the 3 atoms listed first:
C 0.13 0.87 0.57
C 1.88 0.30 -0.03
O 0.15 -0.92 0.62

Output
total charge = -1
HOMO level = -2.9219 eV
F_max = 2.2 eV/A
energy above the lowest of the compared OMol25 structures with the same formula, charge and spin = 3.0015 eV
DFT total energy = -701.88452 Eh

No. 3
Below is a molecular structure, C32H43N2O4P2W, with properties calculated with ωB97M-V/def2-TZVPD.

Atoms and positions in Å:
C -3.4668 -1.4380 -2.3097
C -2.3064 -0.7761 -1.8799
N -1.7264 -1.1030 -0.6868
C -2.2673 -2.0772 0.1009
C -3.4423 -2.7383 -0.2779
C -4.0481 -2.4188 -1.4995
C -1.6829 0.3422 -2.6754
P 0.1086 0.5678 -2.2183
W 0.0000 0.0000 0.0000
P -0.5037 -0.9872 1.9871
C -1.5058 -2.4394 1.3559
C 1.6071 1.1286 0.6320
C 2.9051 0.9635 0.0847
C 3.9894 1.7669 0.4710
C 3.8246 2.7689 1.4396
C 2.5574 2.9480 2.0136
C 1.4754 2.1454 1.6139
O -2.6832 3.3132 -2.1257
O -0.9100 3.7003 -0.0903
H -3.9136 -1.1636 -3.2697
H -3.8628 -3.5087 0.3749
H -4.9617 -2.9316 -1.8170
C 1.0375 -0.5552 -3.3458
C 0.5544 2.2467 -2.8072
H -2.1691 -2.8887 2.1156
H -0.7408 -3.1936 1.0842
H -2.1513 1.3177 -2.3946
H -1.8494 0.2004 -3.7582
C 0.7918 -1.7537 3.0409
C -1.6127 -0.1458 3.1948
H 3.0683 0.1737 -0.6584
H 4.9740 1.6037 0.0153
H 4.6698 3.3958 1.7446
H 2.4057 3.7210 2.7773
H 0.4936 2.3215 2.0712
H -0.9038 2.7177 0.1185
H 0.0312 3.9399 -0.0090
H -2.0028 3.6009 -1.4587
H -3.4798 3.2092 -1.5753
H -1.0455 1.2980 0.3496
H 0.8661 -0.3061 -4.4081
H 2.1128 -0.4738 -3.1148
H 0.7200 -1.5905 -3.1416
H 0.3218 2.3867 -3.8764
H -0.0004 2.9730 -2.1952
H 1.6347 2.3861 -2.6330
H -1.9251 -0.8142 4.0167
H -1.0756 0.7240 3.6095
H -2.4949 0.2259 2.6488
H 0.3675 -2.3495 3.8677
H 1.4294 -2.3817 2.3984
H 1.4145 -0.9404 3.4499
C 3.3405 -4.8135 5.0942
C 3.7436 -3.6872 4.1736
C 4.2598 -2.5232 4.7596
C 4.6222 -1.4364 3.9796
C 4.4750 -1.4873 2.6009
C 3.9740 -2.6314 1.9541
N 3.7970 -2.5246 0.5306
C 3.5322 -3.5754 -0.3792
C 4.5405 -4.5255 -0.6057
C 4.3384 -5.5790 -1.4930
C 3.1249 -5.6984 -2.1633
C 2.1117 -4.7591 -1.9580
C 2.2942 -3.6704 -1.0789
C 1.1682 -2.6963 -0.9164
O -0.0061 -2.9998 -1.4159
O 1.3578 -1.5239 -0.3302
C 3.5968 -3.7673 2.7548
C 2.9906 -5.0138 2.1407
H 2.2546 -5.0191 4.9847
H 3.9251 -5.7262 4.8546
H 3.5213 -4.5660 6.1621
H 4.3723 -2.4475 5.8344
H 5.0077 -0.5402 4.4489
H 4.7494 -0.6119 2.0262
H 3.9328 -1.6057 0.1002
H 5.4879 -4.4431 -0.0868
H 5.1242 -6.3048 -1.6584
H 2.9686 -6.5202 -2.8502
H 1.1855 -4.8820 -2.5038
H 2.0833 -4.7471 1.5608
H 3.7306 -5.5309 1.5094
H 2.6714 -5.7756 2.8730

Cartesian forces (eV/Å) of the 3 atoms listed first:
C 0.22 0.06 0.16
C -0.40 -0.46 0.21
N -1.51 -0.11 -0.30

Output
total charge = +1
HOMO level (alpha / beta) = -9.8347 / -9.8357 eV
F_max = 5.1 eV/A
energy above the lowest of the compared OMol25 structures with the same formula, charge and spin = 0.0000 eV
DFT total energy = -2405.23220 Eh
multiplicity = 3

No. 4
Below is 3 unconnected molecules or ions with the total composition C3H11NO3, with properties calculated with ωB97M-V/def2-TZVPD.

Atoms and positions in Å:
N 0.7818 -1.2030 1.8433
C 1.5699 -0.3677 0.9055
C 0.6578 0.3851 -0.0606
C -0.1015 1.4142 0.7652
O 0.5213 2.1399 1.4945
H 1.3277 -1.9028 2.3459
H 0.2890 -1.9228 1.2988
H 2.1420 0.3692 1.4847
H 2.2439 -1.0607 0.3977
H -0.0458 -0.3519 -0.5033
H 1.3226 0.8230 -0.8092
H -1.2063 1.4320 0.7731
O 0.1179 0.8818 -5.2596
H 0.6235 1.5962 -5.6376
H -0.1405 0.2875 -5.9799
O -3.1073 -2.4639 1.3609
H -2.2545 -2.5700 1.7844
H -3.4373 -1.5688 1.5207

Cartesian forces (eV/Å) of the 3 atoms listed first:
N -0.87 -1.09 -0.18
C 0.33 -0.95 0.74
C -0.46 -1.10 0.38

Output
HOMO level = -9.6921 eV
F_max = 1.4 eV/A
energy above the lowest of the compared OMol25 structures with the same formula, charge and spin = 2.0074 eV
DFT total energy = -401.33928 Eh
SMILES = NCCC=O.O.O

No. 5
Below is C21H21FN2O7S in the gas phase, with properties calculated with ωB97M-V/def2-TZVPD.

Atoms and positions in Å:
C 2.2169 -3.4421 -2.9072
C 2.1021 -1.9301 -2.9744
O 1.3420 -1.4804 -1.8509
C 0.8103 -0.2607 -1.9411
O 0.9008 0.4308 -2.9305
C 0.0541 0.0944 -0.7278
C -0.2688 1.3695 -0.4281
C 0.2793 2.5289 -1.1561
S 2.0167 2.7097 -0.5357
O 2.5960 3.8634 -1.1625
O 2.6882 1.4475 -0.6524
C 1.7440 3.0554 1.2061
C 1.4852 4.3535 1.6011
C 1.1918 4.6006 2.9313
C 1.1476 3.5358 3.8147
F 0.8547 3.7927 5.1024
C 1.4036 2.2186 3.4358
C 1.2923 1.1018 4.4189
C 1.7143 2.0019 2.0996
N -1.0051 1.6468 0.7085
C -1.1753 0.7383 1.7462
O -1.6231 1.0899 2.8160
N -0.7588 -0.5141 1.4770
C -0.3971 -1.0351 0.1706
C -1.5440 -1.7779 -0.4892
C -2.8010 -1.2001 -0.5760
C -3.8336 -1.8697 -1.2112
C -3.6156 -3.1136 -1.7743
O -4.5911 -3.8296 -2.4236
C -2.3462 -3.7033 -1.6952
O -2.1161 -4.9213 -2.2452
C -1.3255 -3.0305 -1.0450
H 1.2328 -3.8996 -2.9688
H 2.8232 -3.7966 -3.7356
H 2.6859 -3.7406 -1.9735
H 1.5996 -1.6063 -3.8920
H 3.0870 -1.4523 -2.9340
H -0.2233 3.4667 -0.9421
H 0.3645 2.3468 -2.2237
H 1.5370 5.1476 0.8738
H 0.9931 5.5975 3.2912
H 1.6476 1.4115 5.3988
H 1.8522 0.2340 4.0826
H 0.2405 0.8280 4.5135
H 1.9423 1.0114 1.7374
H -1.2080 2.6072 0.9450
H -0.9447 -1.1952 2.1977
H 0.4394 -1.7310 0.3047
H -2.9828 -0.2275 -0.1459
H -4.8148 -1.4195 -1.2742
H -5.4132 -3.3281 -2.4210
H -2.9413 -5.2290 -2.6453
H -0.3552 -3.4960 -0.9905

Cartesian forces (eV/Å) of the 3 atoms listed first:
C -0.12 0.44 0.17
C 0.21 -0.15 -0.56
O 0.01 -0.20 0.32

Output
HOMO level = -8.4506 eV
F_max = 1.0 eV/A
energy above the lowest of the compared OMol25 structures with the same formula, charge and spin = 0.1254 eV
DFT total energy = -1947.13903 Eh
SMILES = CCOC(=O)C1=C(CS(=O)(=O)c2ccc(F)c(C)c2)NC(=O)N[C@H]1c1ccc(O)c(O)c1

No. 6
Below is 3 unconnected molecules or ions with the total composition C39H31N4O6S, with properties calculated with ωB97M-V/def2-TZVPD.

Atoms and positions in Å:
C 2.0614 -9.2938 1.3568
C 1.3639 -8.2423 0.3178
S 2.0102 -6.5429 0.7190
C 0.7475 -5.5394 1.6515
C -0.6714 -5.4031 0.8449
N -1.7866 -5.8961 1.5633
N -2.9822 -5.7765 0.9814
C -4.2286 -6.2435 1.7168
C -4.8461 -7.6041 1.0823
C -6.4650 -7.5111 0.8741
N -7.1910 -8.1818 -0.2426
O -7.1706 -6.8562 1.7217
C -3.0985 -5.1721 -0.3117
C -1.9881 -4.6195 -1.2605
C -0.5381 -4.7519 -0.5799
N 0.6973 -4.2744 -1.2329
C 1.0493 -3.1255 -0.6541
O 1.6730 -2.1647 -0.1610
H 1.2884 -9.8817 1.9751
H 2.6726 -10.0983 0.7765
H 2.8206 -8.7768 2.0618
H 0.2203 -8.3253 0.2845
H 1.7638 -8.5049 -0.7413
H 0.5900 -6.0649 2.6766
H 1.1709 -4.4801 1.8693
H -5.0193 -5.4140 1.5036
H -4.0912 -6.2707 2.8534
H -4.6958 -8.4827 1.8290
H -4.3394 -7.8515 0.0628
H -6.8581 -7.8340 -1.1651
H -7.0619 -9.2067 -0.2097
H -4.1847 -5.0789 -0.7177
H -2.1489 -4.1675 -2.3066
C 0.3997 1.5438 0.4128
C 1.0087 0.3452 0.7800
C 2.0014 0.3383 1.7548
C 2.3971 1.5334 2.3574
C 1.8049 2.7359 1.9724
C 0.7961 2.7378 1.0063
C 2.2503 4.0159 2.5682
O 1.7301 5.0677 2.2342
C 3.3410 4.0009 3.5672
C 3.8110 5.2053 4.0952
C 4.8280 5.1998 5.0456
C 5.3722 3.9923 5.4786
C 4.9104 2.7906 4.9509
C 3.9002 2.7936 3.9866
C 3.4412 1.5132 3.4058
O 3.9199 0.4550 3.7808
H -0.3815 1.5477 -0.3415
H 0.7086 -0.5795 0.3099
H 2.4687 -0.5999 2.0406
H 0.3214 3.6690 0.7118
H 3.3895 6.1503 3.7649
H 5.1954 6.1377 5.4509
H 6.1604 3.9881 6.2253
H 5.3422 1.8532 5.2891
C -0.0736 4.3683 -6.9513
C -0.9069 5.4070 -7.3616
C -1.2724 6.4038 -6.4622
C -0.8143 6.3578 -5.1443
C 0.0000 5.3049 -4.7272
C 0.3794 4.3153 -5.6369
C 0.4519 5.2179 -3.3203
O 1.1674 4.2985 -2.9554
C 0.0162 6.2569 -2.3615
C 0.3870 6.1572 -1.0188
C -0.0073 7.1370 -0.1117
C -0.7649 8.2238 -0.5444
C -1.1409 8.3238 -1.8804
C -0.7588 7.3348 -2.7896
C -1.1938 7.4320 -4.2000
O -1.8607 8.3807 -4.5789
H 0.2188 3.5957 -7.6561
H -1.2703 5.4410 -8.3842
H -1.9180 7.2135 -6.7897
H 1.0243 3.5001 -5.3219
H 0.9800 5.3147 -0.6749
H 0.2779 7.0544 0.9329
H -1.0663 8.9917 0.1616
H -1.7354 9.1709 -2.2101

Cartesian forces (eV/Å) of the 3 atoms listed first:
C 0.22 -0.77 -0.17
C 0.49 -1.34 0.25
S -0.51 0.53 -0.44

Output
total charge = +1
HOMO level = -10.8317 eV
F_max = 8.8 eV/A
DFT total energy = -2572.94902 Eh